[1]
Below is a molecular structure, C7H11BiNP in a non-equilibrium geometry, with properties calculated with ωB97M-V with the def2-TZVPD basis set.

Each line ends with the natural charge from an NBO analysis.
Atoms and positions in Å:
Bi1 0.008 0.023 -0.503  0.55
P1 -0.056 -2.311 -0.145  0.13
N1 0.000 0.008 1.590  -0.52
C1 1.065 1.676 -1.763  -0.33
C2 0.000 0.001 4.187  -0.72
C3 -1.231 1.142 -2.155  -0.32
C4 0.000 -0.001 2.749  0.37
C5 -0.400 0.120 -2.809  -0.36
C6 1.024 0.475 -2.587  -0.33
C7 -0.328 2.076 -1.463  -0.37
H1 -1.103 -3.006 -0.712  -0.04
H2 -0.624 2.908 -0.877  0.24
H3 -2.305 1.191 -2.168  0.24
H4 -0.897 -0.518 4.597  0.25
H5 1.870 -0.064 -2.962  0.24
H6 -0.754 -0.716 -3.354  0.24
H7 -0.145 -2.665 1.189  0.03
H8 0.897 -0.518 4.597  0.25
H9 0.000 1.036 4.597  0.26
H10 1.032 -3.039 -0.579  -0.05
H11 1.948 2.181 -1.427  0.24

- F_max (eV/A) = 5.8
- energy relative to the best compared isomer or geometry (same formula, charge and spin) (kJ/mol) = 354.92
- E_HOMO (eV) = -4.28
- lowest unoccupied orbital energy (eV) = 0.518
- molar mass (g mol⁻¹) = 349.13

[2]
Below is a molecular structure, C7H11Br2N2O3 in a non-equilibrium geometry, with properties calculated with ωB97M-V with the def2-TZVPD basis set.

Each line ends with the natural charge from an NBO analysis.
Atoms and positions in Å:
Br1 -3.307 -2.081 0.051  0.30
Br2 -2.159 3.167 0.346  0.05
O1 -1.410 -1.765 1.410  -0.14
O2 1.578 1.646 -1.274  -0.37
O3 1.711 -0.457 1.400  -0.45
N1 -0.744 -1.072 0.680  0.28
N2 0.681 0.824 -1.014  0.10
C1 2.979 0.072 1.713  -0.29
C2 -1.170 2.302 -1.067  -0.52
C3 1.633 -1.048 0.230  0.25
C4 -0.554 1.022 -0.775  0.02
C5 0.455 -1.870 0.045  -0.34
C6 -1.318 -0.037 -0.081  -0.17
C7 -2.404 -0.728 -0.962  -0.47
H1 -3.202 0.093 -1.142  0.29
H2 -1.888 0.557 0.753  0.29
H3 0.427 -2.711 0.607  0.24
H4 3.867 -0.504 1.298  0.20
H5 2.457 -0.722 -0.419  0.25
H6 -1.830 2.472 -1.965  0.26
H7 0.275 -2.176 -0.991  0.26
H8 -0.322 2.969 -1.262  0.28
H9 -2.070 -1.071 -1.893  0.24
H10 3.162 1.072 1.481  0.22
H11 3.153 0.045 2.830  0.23

- F_max (eV/A) = 4.5
- energy relative to the best compared isomer or geometry (same formula, charge and spin) (kJ/mol) = 42.07
- E_HOMO (alpha / beta) (eV) = -12.74 / -11.40
- lowest unoccupied orbital energy (alpha / beta) (eV) = -6.371 / -6.413
- molar mass (g mol⁻¹) = 330.98
- charge = +1

[3]
Below is a molecular structure, C7H11BrCl2F2GaO5S, with properties calculated with ωB97M-V with the def2-TZVPD basis set.

Each line ends with the natural charge from an NBO analysis.
Atoms and positions in Å:
Br1 -2.380 3.509 -2.127  -0.58
Ga1 -1.459 3.116 0.078  1.59
Cl1 1.339 4.192 -0.866  -0.10
Cl2 0.529 2.660 2.610  -0.09
S1 1.818 -3.374 0.318  2.55
F1 -3.341 -0.585 0.428  -0.37
F2 -1.805 4.602 1.009  -0.76
O1 1.788 -2.257 -0.820  -0.69
O2 2.873 -4.291 0.073  -0.91
O3 1.691 -2.730 1.573  -0.90
O4 -1.553 -0.003 -0.695  -0.59
O5 0.436 -4.077 -0.070  -0.70
C1 -2.378 0.336 0.108  0.90
C2 0.807 -2.582 -1.814  -0.10
C3 1.279 2.217 1.033  -0.20
C4 1.397 0.704 0.933  -0.63
C5 -0.284 -3.274 -1.025  -0.10
C6 0.510 2.739 -0.176  -0.70
C7 -2.514 1.590 0.869  -1.09
H1 -0.911 -2.560 -0.490  0.22
H2 2.261 2.685 1.048  0.22
H3 -2.209 1.399 1.899  0.27
H4 1.259 -3.245 -2.555  0.18
H5 0.470 -1.664 -2.287  0.23
H6 2.216 0.434 0.264  0.21
H7 1.582 0.220 1.889  0.23
H8 0.571 1.976 -0.947  0.23
H9 0.477 0.322 0.492  0.22
H10 -3.569 1.869 0.887  0.25
H11 -0.900 -3.926 -1.638  0.20

- F_max (eV/A) = 0.8
- E_HOMO (eV) = -5.94
- lowest unoccupied orbital energy (eV) = 2.489
- molar mass (g mol⁻¹) = 465.76
- charge = -1

[4]
Below is a molecular structure, C7H11ClIKO3P in a non-equilibrium geometry, with properties calculated with ωB97M-V with the def2-TZVPD basis set.

Each line ends with the natural charge from an NBO analysis.
Atoms and positions in Å:
I1 2.056 3.189 -3.913  0.05
K1 0.854 2.752 -0.327  0.98
Cl1 0.364 -2.452 -3.060  -0.25
P1 -0.340 -0.672 -2.357  0.86
O1 -0.622 2.084 -3.499  -0.48
O2 0.110 1.252 2.371  -0.61
O3 1.222 -0.470 1.527  -0.52
C1 1.048 -0.116 0.169  -0.05
C2 -0.100 -0.839 -0.517  -0.79
C3 -0.718 -0.931 2.942  -0.54
C4 1.064 0.464 -2.883  -0.88
C5 0.198 0.057 2.291  0.84
C6 0.515 1.766 -3.419  0.45
C7 -2.201 -0.595 2.680  -0.60
H1 -0.477 -1.913 2.541  0.24
H2 -2.680 -0.155 3.549  0.24
H3 1.632 -0.022 -3.679  0.31
H4 -0.035 -1.899 -0.266  0.28
H5 0.930 0.960 0.160  0.09
H6 1.986 -0.381 -0.321  0.21
H7 -2.304 0.097 1.843  0.20
H8 -1.057 -0.486 -0.113  0.24
H9 -2.738 -1.497 2.394  0.23
H10 1.793 0.755 -2.124  0.23
H11 -0.501 -0.949 4.011  0.27

- F_max (eV/A) = 2.4
- E_HOMO (eV) = -12.55
- lowest unoccupied orbital energy (eV) = -3.579
- molar mass (g mol⁻¹) = 375.59
- charge = +1

[5]
Below is 2 unconnected molecules or ions with the total composition C7H11ClN2O in a non-equilibrium geometry, with properties calculated with ωB97M-V with the def2-TZVPD basis set.

Each line ends with the natural charge from an NBO analysis.
Atoms and positions in Å:
Cl1 4.174 0.488 -1.215  0.16
O1 3.580 -1.954 -0.457  -0.43
N1 1.990 0.079 0.826  -0.56
N2 1.519 2.417 0.315  -0.42
C1 -2.190 0.037 -0.443  -0.39
C2 1.119 -0.881 1.463  -0.21
C3 -0.717 0.109 -0.012  -0.39
C4 -2.518 1.192 -1.431  -0.59
C5 3.407 -0.801 -0.516  0.64
C6 -0.273 -1.131 0.761  -0.39
C7 1.710 1.306 0.623  0.39
H1 0.871 -0.472 2.373  0.20
H2 -3.484 1.069 -1.773  0.20
H3 -0.450 0.965 0.515  0.21
H4 -0.089 -1.879 0.082  0.19
H5 -2.605 -0.070 0.547  0.20
H6 -1.021 -1.502 1.627  0.20
H7 -2.316 -0.811 -0.993  0.19
H8 -2.498 2.183 -0.804  0.20
H9 -0.069 0.155 -0.973  0.18
H10 -1.768 1.257 -2.124  0.20
H11 1.627 -1.752 1.608  0.20

- F_max (eV/A) = 6.0
- energy relative to the best compared isomer or geometry (same formula, charge and spin) (kJ/mol) = 307.81
- E_HOMO (alpha / beta) (eV) = -8.85 / -8.85
- lowest unoccupied orbital energy (alpha / beta) (eV) = -1.236 / -1.235
- molar mass (g mol⁻¹) = 174.63

[6]
Below is a molecular structure, C7H11ClNaO4 in a non-equilibrium geometry, with properties calculated with ωB97M-V with the def2-TZVPD basis set.

Each line ends with the natural charge from an NBO analysis.
Atoms and positions in Å:
Cl1 3.022 -0.408 2.243  -0.01
Na1 3.291 2.409 -0.049  0.99
O1 1.097 0.906 -0.914  -0.54
O2 -2.285 -1.340 -0.778  -0.47
O3 -0.720 0.865 -2.201  -0.53
O4 -0.912 1.377 -0.007  -0.53
C1 1.481 0.870 0.458  -0.11
C2 2.634 -1.245 -0.297  -0.63
C3 -3.764 -1.120 -0.253  -0.35
C4 -2.419 -0.520 0.270  0.16
C5 -2.309 0.973 0.071  -0.11
C6 2.783 0.021 0.529  -0.21
C7 -0.272 1.019 -1.118  0.98
H1 2.824 -1.064 -1.352  0.24
H2 -2.864 1.253 -0.816  0.24
H3 -2.051 -0.925 1.212  0.19
H4 -4.201 -1.952 -0.800  0.32
H5 3.700 0.550 0.252  0.14
H6 1.645 -1.675 -0.160  0.24
H7 -2.691 1.442 0.972  0.22
H8 1.696 1.861 0.870  0.12
H9 0.795 0.351 1.112  0.25
H10 3.369 -1.972 0.038  0.25
H11 -3.850 -1.680 0.718  0.18

- F_max (eV/A) = 3.4
- E_HOMO (eV) = -12.05
- lowest unoccupied orbital energy (eV) = -4.749
- molar mass (g mol⁻¹) = 217.60
- charge = +1

[7]
Below is 2 unconnected molecules or ions with the total composition C7H11ClO in a non-equilibrium geometry, with properties calculated with ωB97M-V with the def2-TZVPD basis set.

Each line ends with the natural charge from an NBO analysis.
Atoms and positions in Å:
Cl1 -3.484 1.925 -0.436  -0.05
O1 -3.091 -0.411 0.297  -0.64
C1 0.126 -1.726 -0.361  -0.19
C2 0.107 -0.385 -0.931  -0.47
C3 0.634 0.506 0.244  -0.24
C4 -2.845 0.362 -0.698  0.23
C5 1.317 1.721 -0.341  -0.61
C6 0.894 -1.842 0.710  -0.19
C7 1.374 -0.419 1.119  -0.42
H1 1.286 -2.754 1.103  0.21
H2 1.880 2.426 0.300  0.22
H3 -0.372 -2.593 -0.881  0.21
H4 -0.990 -0.177 -1.018  0.24
H5 0.602 -0.273 -1.885  0.21
H6 1.236 -0.339 2.272  0.21
H7 -3.652 -0.170 1.016  0.49
H8 -0.201 0.857 0.806  0.19
H9 0.634 2.224 -1.145  0.22
H10 2.167 1.519 -1.035  0.20
H11 2.378 -0.451 0.861  0.20

- F_max (eV/A) = 3.9
- energy relative to the best compared isomer or geometry (same formula, charge and spin) (kJ/mol) = 228.42
- E_HOMO (eV) = -8.50
- lowest unoccupied orbital energy (eV) = 0.346
- molar mass (g mol⁻¹) = 146.62

[8]
Below is a molecular structure, C7H11F9HgNO18S5 in a non-equilibrium geometry, with properties calculated with ωB97M-V with the def2-TZVPD basis set.

Each line ends with the natural charge from an NBO analysis.
Atoms and positions in Å:
Hg1 -0.011 -0.474 0.112  1.70
S1 -0.881 -3.274 2.213  2.63
S2 -1.042 0.222 -3.316  2.31
S3 -3.587 -1.060 -0.179  2.31
S4 2.786 -1.008 2.766  2.30
S5 0.523 -3.352 -1.671  2.59
F1 5.502 -0.530 3.133  -0.36
F2 -4.896 1.186 0.762  -0.35
F3 1.310 1.707 -3.632  -0.36
F4 4.598 1.021 1.956  -0.35
F5 -4.255 1.215 -1.291  -0.31
F6 0.740 0.734 -5.369  -0.36
F7 1.620 -0.555 -3.939  -0.32
F8 4.895 -0.999 1.073  -0.35
F9 -5.953 0.019 -0.818  -0.36
O1 -1.810 -3.190 3.295  -1.13
O2 0.965 -3.745 -2.970  -0.96
O3 2.971 -2.416 3.134  -0.89
O4 -0.916 -3.576 -1.643  -0.67
O5 -0.473 1.557 1.324  -0.58
O6 -1.356 -4.301 1.287  -1.07
O7 -1.864 1.210 -4.046  -1.01
O8 -3.494 -1.764 -1.495  -0.95
O9 0.724 -2.007 -1.239  -1.11
O10 -0.900 0.487 -1.899  -1.03
O11 -2.374 -0.442 0.329  -1.03
O12 2.202 -0.144 3.778  -1.00
O13 -1.458 -1.168 -3.518  -0.90
O14 -4.221 -1.975 0.719  -0.97
O15 0.352 -3.699 2.874  -1.13
O16 2.035 -0.910 1.484  -1.02
O17 -0.605 -1.956 1.587  -1.19
O18 1.142 -4.330 -0.798  -0.82
N1 1.593 1.150 -0.675  -0.83
C1 0.146 3.351 -1.031  -0.65
C2 0.720 2.304 1.278  -0.07
C3 -4.756 0.480 -0.373  0.71
C4 4.551 -0.282 2.217  0.70
C5 1.180 2.449 -0.216  -0.05
C6 0.794 0.534 -4.042  0.71
C7 -1.030 1.495 2.657  -0.25
H1 0.113 4.397 -0.728  0.18
H2 1.490 1.865 1.913  0.21
H3 -0.809 2.833 -0.943  0.27
H4 0.481 3.321 1.587  0.13
H5 -0.412 0.914 3.341  0.23
H6 2.133 2.976 -0.164  0.14
H7 0.324 3.469 -2.100  0.21
H8 -1.104 2.573 2.796  0.13
H9 -2.015 1.063 2.480  0.24
H10 2.564 1.093 -0.404  0.37
H11 1.768 1.531 -1.594  0.37

- F_max (eV/A) = 4.6
- ⟨S²⟩ = 0.76
- E_HOMO (alpha / beta) (eV) = 4.91 / 4.92
- lowest unoccupied orbital energy (alpha / beta) (eV) = 7.787 / 7.787
- 2S+1 = 2
- molar mass (g mol⁻¹) = 929.06
- charge = -4

[9]
Below is a molecular structure, C7H11FO in a non-equilibrium geometry, with properties calculated with ωB97M-V with the def2-TZVPD basis set.

Each line ends with the natural charge from an NBO analysis.
Atoms and positions in Å:
F1 -1.954 1.815 0.663  -0.34
O1 -1.192 0.089 -1.806  -0.51
C1 -0.438 0.907 -0.990  0.11
C2 0.903 -1.565 -0.375  -0.66
C3 -0.407 0.039 1.290  -0.45
C4 2.151 0.490 0.628  -0.66
C5 -2.261 0.001 -0.778  -0.10
C6 -1.362 0.719 0.225  0.29
C7 0.854 -0.238 0.319  0.00
H1 -0.287 0.828 1.961  0.22
H2 -2.697 -1.042 -0.621  0.19
H3 1.225 -1.338 -1.439  0.23
H4 -3.093 0.626 -1.132  0.20
H5 2.561 0.613 1.578  0.22
H6 1.451 -2.359 0.160  0.21
H7 -0.870 -0.838 1.774  0.21
H8 -0.014 -2.099 -0.386  0.21
H9 2.958 0.060 0.084  0.22
H10 2.288 1.578 0.226  0.21
H11 0.185 1.715 -1.381  0.20

- F_max (eV/A) = 4.3
- energy relative to the best compared isomer or geometry (same formula, charge and spin) (kJ/mol) = 273.41
- E_HOMO (eV) = -7.47
- lowest unoccupied orbital energy (eV) = 0.912
- molar mass (g mol⁻¹) = 130.16

[10]
Below is a single C7H11FO molecule in a non-equilibrium geometry, with properties calculated with ωB97M-V with the def2-TZVPD basis set.

Each line ends with the natural charge from an NBO analysis.
Atoms and positions in Å:
F1 3.568 -1.453 -0.460  -0.35
O1 0.949 0.785 0.701  -0.51
C1 -2.210 -1.245 0.602  -0.63
C2 -1.525 0.567 -1.144  -0.67
C3 -1.199 -0.244 0.104  0.01
C4 -0.210 -0.006 0.978  0.07
C5 2.295 -1.015 -0.153  0.07
C6 3.151 1.355 0.087  -0.66
C7 2.076 0.274 0.185  0.28
H1 2.805 2.266 0.622  0.23
H2 -3.215 -0.955 0.645  0.22
H3 3.398 1.582 -0.923  0.23
H4 -1.896 -1.757 1.515  0.21
H5 3.997 0.858 0.588  0.23
H6 1.657 -1.782 0.061  0.17
H7 -0.117 -0.830 1.736  0.18
H8 -2.651 0.548 -1.420  0.23
H9 -1.053 1.584 -0.976  0.24
H10 -2.202 -1.966 -0.210  0.21
H11 -0.984 0.111 -1.982  0.23

- F_max (eV/A) = 2.9
- energy relative to the best compared isomer or geometry (same formula, charge and spin) (kJ/mol) = 84.54
- E_HOMO (eV) = -8.54
- SMILES = CC(C)=CO/C(C)=C/F
- lowest unoccupied orbital energy (eV) = 0.833
- molar mass (g mol⁻¹) = 130.16

[11]
Below is a molecular structure, C7H11IN2 in a non-equilibrium geometry, with properties calculated with ωB97M-V with the def2-TZVPD basis set.

Each line ends with the natural charge from an NBO analysis.
Atoms and positions in Å:
I1 -2.913 1.594 -0.807  0.19
N1 1.131 1.302 -1.806  -0.46
N2 1.622 0.256 -1.121  -0.26
C1 -1.142 -1.340 -0.133  -0.63
C2 -0.277 1.535 -1.788  -0.05
C3 1.719 -1.297 0.673  -0.66
C4 -0.375 0.099 0.285  -0.13
C5 -0.608 0.550 1.797  -0.63
C6 -0.996 1.086 -0.724  -0.28
C7 1.061 -0.314 -0.165  0.25
H1 -0.102 1.592 2.209  0.22
H2 -0.169 -0.173 2.488  0.22
H3 -0.845 -1.480 -1.173  0.22
H4 2.261 -1.955 0.030  0.24
H5 -1.087 -2.213 0.562  0.22
H6 -2.186 -1.190 0.000  0.21
H7 1.035 -1.818 1.277  0.22
H8 -1.716 0.636 1.905  0.22
H9 2.519 -0.846 1.326  0.23
H10 -0.834 2.191 -2.544  0.23
H11 1.902 1.785 -2.290  0.41

- F_max (eV/A) = 4.2
- energy relative to the best compared isomer or geometry (same formula, charge and spin) (kJ/mol) = 108.72
- E_HOMO (eV) = -7.46
- lowest unoccupied orbital energy (eV) = 0.675
- molar mass (g mol⁻¹) = 250.08